C28H43ClFLiNO4 as an isolated structure at a distorted geometry. Source: OMol25; level of theory: ωB97M-V/def2-TZVPD.

Values from the calculation:
* HOMO-LUMO gap: 0.228 hartree
* total charge: +1
* E_LUMO: -0.17491 Ha

Last column: Mulliken charge in e.
Atoms and positions in Å:
Cl (-2.23, 4.98, -0.09)  -0.11
F (3.20, 4.17, -0.08)  -0.21
O (1.70, 1.77, 0.50)  -0.69
O (0.38, 3.74, 2.31)  -0.67
O (2.49, 5.47, 1.59)  -0.55
O (-0.58, 1.39, 0.42)  -0.10
N (-3.69, 3.29, 1.94)  -0.58
C (2.21, 4.79, 0.61)  0.33
C (-2.22, -4.01, 0.41)  -0.89
C (-2.62, -1.01, 0.73)  0.20
C (1.00, -0.27, -2.86)  -1.20
C (0.67, 2.31, -3.29)  -0.70
C (-1.53, 2.21, -0.27)  1.95
C (0.54, 2.17, 0.60)  -0.33
C (0.00, 3.58, 0.95)  0.67
C (-2.22, 3.39, 2.00)  -1.32
C (1.62, 1.65, -3.97)  -1.20
C (-1.53, 3.50, 0.63)  0.85
C (0.84, 4.56, 0.05)  -0.33
C (-3.30, -3.26, -0.37)  -1.32
C (-0.83, -4.10, -0.25)  -0.70
C (2.69, -1.55, 3.07)  0.03
C (-3.21, -1.73, -0.48)  -0.39
C (3.83, -1.80, 2.07)  -0.81
C (-1.21, 2.57, -1.75)  -2.56
C (2.90, -0.39, -4.45)  -1.75
C (-3.10, 0.44, 0.87)  -1.52
C (1.81, 0.33, -3.74)  1.12
C (0.33, -3.60, 0.63)  0.59
C (1.61, -4.38, 0.34)  -1.00
C (3.31, -2.51, 0.82)  -0.16
C (-0.15, 1.71, -2.40)  0.63
C (2.82, -3.93, 1.15)  -0.89
C (-2.81, 1.35, -0.32)  -2.18
C (0.03, 0.39, -2.20)  0.75
Li (3.08, 0.39, 4.91)  0.97
H (0.07, -3.74, 1.68)  0.32
H (-2.01, 4.32, 2.53)  0.47
H (-2.70, 0.71, -1.19)  0.99
H (0.47, -2.54, 0.44)  -0.55
H (2.21, 2.21, -4.68)  0.43
H (-1.85, 2.54, 2.58)  0.43
H (4.68, -2.31, 2.52)  0.37
H (3.86, -0.15, -3.98)  0.31
H (1.42, -5.42, 0.62)  0.44
H (-2.58, -5.04, 0.48)  0.44
H (4.16, -0.81, 1.72)  0.47
H (-0.60, -0.13, -1.49)  0.41
H (1.16, -1.32, -2.67)  0.37
H (2.99, -0.07, -5.49)  0.41
H (2.83, -0.58, 3.56)  -0.85
H (-4.26, -3.55, 0.05)  0.40
H (-0.94, 3.61, -1.90)  0.85
H (1.75, -1.46, 2.53)  0.08
H (2.59, -2.38, 3.77)  0.58
H (-4.22, -1.37, -0.67)  0.47
H (4.13, -2.57, 0.11)  0.41
H (3.64, -4.60, 0.91)  0.36
H (0.33, 5.52, 0.05)  0.67
H (-3.24, -3.65, -1.39)  0.37
H (1.86, -4.39, -0.72)  0.31
H (-0.60, -5.16, -0.41)  0.45
H (-4.19, 0.39, 0.97)  0.38
H (-1.53, -1.06, 0.76)  -0.63
H (0.90, 4.13, -0.95)  0.06
H (0.39, 4.68, 2.52)  0.52
H (2.81, -1.47, -4.38)  0.37
H (-0.81, -3.65, -1.24)  0.43
H (0.52, 3.37, -3.50)  0.40
H (-2.61, -1.47, -1.35)  0.24
H (2.53, -1.90, 0.35)  0.01
H (-4.03, 2.53, 2.51)  0.32
H (-2.72, 0.82, 1.82)  0.36
H (-4.03, 3.21, 0.99)  0.31
H (-3.65, 2.02, -0.53)  0.71
H (2.62, -4.08, 2.21)  0.40
H (-2.13, 2.42, -2.31)  0.58
H (-2.10, -3.67, 1.44)  0.38
H (-2.96, -1.53, 1.63)  0.80

=====

C28H43F4N4O5SSiTc as an isolated structure at a distorted geometry. Source: OMol25; level of theory: ωB97M-V/def2-TZVPD.

Values from the calculation:
* HOMO-LUMO gap (alpha / beta): 0.216 / 0.213 hartree
* total charge: +1
* multiplicity: 2
* E_LUMO (alpha / beta): -0.17464 / -0.16832 Ha
* ⟨S²⟩: 0.947

Last column: Mulliken charge in e.
Atoms and positions in Å:
Tc (0.26, -0.07, -0.11)  -0.54
S (2.05, 0.04, -1.44)  1.29
Si (3.54, 0.07, -3.05)  -1.65
F (1.37, -0.67, 1.81)  -0.10
F (-1.97, 0.03, 6.00)  -0.29
F (2.12, -1.46, 4.27)  -0.28
F (-2.76, 0.82, 3.61)  -0.30
O (2.78, 0.83, -4.25)  0.57
O (3.82, -1.47, -3.40)  0.59
O (4.80, 0.82, -2.44)  0.15
O (-0.61, -1.96, 0.64)  -0.17
O (-1.39, -0.96, -2.57)  -0.35
N (-0.93, 0.58, 1.33)  0.27
N (-1.00, -3.41, -0.99)  0.13
N (-1.16, 1.05, -1.33)  1.00
N (-1.08, -3.01, 0.15)  -0.34
C (3.47, -0.20, -6.34)  -1.57
C (5.26, 2.19, -2.37)  1.56
C (-3.40, -6.24, -1.10)  -0.57
C (2.32, 0.44, -5.56)  1.69
C (-2.08, 0.13, -2.05)  -0.80
C (6.11, -2.20, -3.28)  -1.54
C (4.68, -2.49, -2.83)  1.63
C (-1.75, -4.52, -1.42)  0.15
C (-2.64, -5.21, -0.58)  -0.24
C (-1.64, -4.87, -2.76)  -0.22
C (6.34, 2.21, -1.30)  -1.71
C (-1.52, 0.31, 3.73)  0.65
C (-2.41, -5.89, -3.27)  -0.59
C (0.11, -0.70, 5.22)  -0.35
C (5.82, 2.57, -3.73)  -1.45
C (-1.92, 1.92, -0.38)  -1.20
C (1.17, -0.55, -5.41)  -1.54
C (4.10, 3.10, -1.98)  -1.31
C (-1.13, -0.12, 4.99)  -0.04
C (1.86, 1.72, -6.24)  -1.77
C (-0.68, 0.18, 2.62)  -0.08
C (0.54, -0.45, 2.88)  0.57
C (4.57, -2.48, -1.31)  -1.44
C (4.19, -3.81, -3.41)  -1.75
C (-3.30, -6.58, -2.45)  -0.41
C (-2.17, 1.23, 0.94)  -0.61
C (-0.51, 1.93, -2.33)  -1.62
C (0.94, -0.87, 4.13)  -0.29
H (6.79, -2.96, -2.89)  0.49
H (-2.71, -4.93, 0.46)  0.43
H (6.62, 1.88, -4.01)  0.34
H (5.93, 1.90, -0.34)  0.34
H (3.79, -1.11, -5.85)  0.21
H (4.23, -3.79, -4.50)  0.35
H (-1.26, 2.56, -2.82)  0.37
H (2.70, 2.40, -6.38)  0.40
H (-0.82, -0.70, -3.30)  0.17
H (-2.48, 1.99, 1.66)  0.48
H (1.10, 2.22, -5.63)  0.30
H (4.93, -1.53, -0.92)  0.20
H (5.03, 2.51, -4.48)  0.12
H (4.45, 4.13, -1.89)  0.54
H (7.15, 1.53, -1.57)  0.36
H (3.16, -3.99, -3.10)  0.36
H (-2.85, 2.24, -0.84)  0.34
H (0.40, -1.02, 6.20)  0.52
H (6.75, 3.22, -1.20)  0.45
H (-3.90, -7.38, -2.85)  0.38
H (5.18, -3.28, -0.89)  0.53
H (6.17, -2.20, -4.37)  0.35
H (1.47, -1.39, -4.78)  0.30
H (6.42, -1.22, -2.91)  0.14
H (-1.30, 2.80, -0.20)  0.42
H (-4.08, -6.77, -0.46)  0.37
H (-2.98, 0.50, 0.87)  0.46
H (3.15, -0.43, -7.36)  0.52
H (-0.94, -4.32, -3.38)  0.47
H (0.02, 1.34, -3.07)  0.49
H (-2.81, -0.26, -1.34)  0.48
H (1.42, 1.49, -7.22)  0.41
H (4.31, 0.49, -6.38)  0.36
H (3.54, -2.63, -1.01)  0.24
H (3.32, 3.05, -2.75)  0.13
H (6.21, 3.58, -3.71)  0.49
H (0.22, 2.57, -1.84)  0.37
H (4.81, -4.63, -3.05)  0.46
H (-2.33, -6.16, -4.31)  0.36
H (3.67, 2.78, -1.03)  0.30
H (-2.60, 0.69, -2.84)  0.24
H (0.30, -0.05, -4.96)  0.25
H (0.87, -0.93, -6.39)  0.57

=====

C28H44As2F6N4O2PRbS5 as an isolated structure at a distorted geometry. Source: OMol25; level of theory: ωB97M-V/def2-TZVPD.

Values from the calculation:
* HOMO-LUMO gap (alpha / beta): 0.217 / 0.245 hartree
* total charge: -1
* multiplicity: 2
* energy above the lowest of the compared OMol25 structures with the same formula, charge and spin: 132.7 kJ/mol
* E_LUMO (alpha / beta): 0.06476 / 0.05000 Ha
* ⟨S²⟩: 0.774

Last column: Mulliken charge in e.
Atoms and positions in Å:
Rb (0.39, -0.69, -1.16)  0.94
As (0.33, 2.04, 2.63)  1.29
As (1.83, -1.05, 2.13)  1.11
S (-6.49, 1.99, 1.98)  -0.10
S (-9.35, 1.21, 1.71)  -0.30
S (-4.57, -0.01, -1.33)  -0.42
S (-3.64, 2.10, 1.36)  -0.25
S (-7.24, 0.26, -0.16)  -0.09
P (2.78, -3.15, -1.65)  1.56
F (2.84, -4.41, -0.67)  -0.37
F (1.33, -3.62, -2.19)  -0.36
F (2.66, -1.82, -2.60)  -0.19
F (3.52, -3.95, -2.81)  -0.35
F (2.00, -2.31, -0.46)  -0.60
F (4.17, -2.59, -1.07)  -0.41
O (-2.86, -1.83, 1.81)  -0.37
O (-2.37, -2.97, -0.83)  -0.28
N (-0.48, 2.10, -1.28)  0.82
N (2.37, 1.42, -1.48)  0.24
N (1.13, 0.49, -3.76)  0.66
N (-1.49, 0.14, -3.24)  0.39
C (-1.51, -3.19, 0.27)  0.78
C (0.28, 1.18, 5.43)  -0.54
C (0.68, 0.83, 4.14)  -0.14
C (-0.69, 3.44, 3.53)  -1.60
C (3.17, 1.27, -2.68)  -1.97
C (-1.82, -3.39, -2.07)  -0.46
C (1.38, -0.75, 6.34)  -0.90
C (3.78, -1.12, 2.30)  -1.28
C (1.87, 2.77, -1.20)  -0.49
C (1.41, -0.35, 3.93)  0.10
C (0.62, 0.40, 6.52)  -0.70
C (2.08, 2.94, 2.74)  -1.33
C (-1.80, 2.21, -1.90)  0.13
C (0.39, 0.13, -4.81)  0.56
C (1.76, -1.11, 5.05)  -0.61
C (2.37, 0.93, -3.93)  1.11
C (-5.15, 1.52, 0.94)  -0.04
C (-1.86, 1.56, -3.27)  -1.20
C (-1.02, -0.35, -4.52)  -1.25
C (-7.78, 1.15, 1.20)  0.11
C (0.51, 3.02, -1.84)  -0.93
C (-1.92, -0.97, 2.41)  -0.01
C (1.51, -2.94, 2.53)  -1.28
C (0.89, 0.20, -6.10)  -0.99
C (-2.34, -3.10, 1.53)  -1.05
C (-5.53, 0.66, -0.14)  0.10
C (2.19, 0.65, -6.29)  -0.59
C (2.94, 1.03, -5.19)  -1.09
H (1.68, -3.52, 1.62)  0.19
H (3.77, 2.17, -2.89)  0.41
H (0.59, 2.84, -2.92)  0.35
H (-2.42, -0.02, 2.57)  -0.01
H (4.07, -1.56, 3.25)  0.41
H (-1.08, -4.20, 0.22)  0.45
H (4.17, -1.72, 1.48)  0.36
H (-0.31, 2.08, 5.59)  0.31
H (-0.78, 4.27, 2.83)  0.39
H (-1.66, -0.06, -5.36)  0.42
H (0.23, 4.07, -1.70)  0.49
H (-1.74, -3.47, 2.38)  0.33
H (-2.62, -3.29, -2.81)  0.31
H (1.76, 2.87, -0.13)  -0.17
H (-2.13, 3.25, -1.99)  0.37
H (1.66, -1.36, 7.18)  0.39
H (2.81, 2.42, 2.12)  0.24
H (0.29, 0.68, 7.51)  0.38
H (2.43, 2.95, 3.77)  0.46
H (-1.70, 3.09, 3.75)  0.41
H (0.48, -3.08, 2.86)  0.31
H (-0.97, -2.78, -2.36)  -0.12
H (-3.20, -3.76, 1.40)  0.40
H (-2.51, 1.70, -1.25)  -0.61
H (-1.56, -1.37, 3.36)  0.36
H (2.58, 3.54, -1.53)  0.37
H (4.20, -0.12, 2.23)  0.29
H (3.88, 0.45, -2.53)  0.50
H (-2.28, -0.40, -2.91)  0.00
H (2.33, -2.02, 4.92)  0.19
H (-1.17, 2.07, -3.96)  0.45
H (-1.01, -1.45, -4.50)  0.34
H (2.84, 1.02, -0.69)  0.19
H (-1.50, -4.43, -2.02)  0.36
H (0.27, -0.10, -6.94)  0.50
H (-0.21, 3.79, 4.44)  0.50
H (1.99, 3.97, 2.38)  0.45
H (-0.68, -2.48, 0.26)  -0.65
H (2.19, -3.30, 3.31)  0.52
H (3.95, 1.41, -5.31)  0.49
H (-0.58, 2.29, -0.30)  -0.43
H (-2.87, 1.71, -3.67)  0.41
H (-1.06, -0.79, 1.76)  -0.06
H (2.61, 0.71, -7.29)  0.39

=====

C28H44BaBrN3P2 as an isolated structure at a distorted geometry. Source: OMol25; level of theory: ωB97M-V/def2-TZVPD.

Values from the calculation:
* HOMO-LUMO gap: 0.220 hartree
* total charge: +2
* energy above the lowest of the compared OMol25 structures with the same formula, charge and spin: 298.5 kJ/mol
* E_LUMO: -0.21637 Ha

Last column: Mulliken charge in e.
Atoms and positions in Å:
Ba (1.40, 2.79, -0.52)  1.69
Br (0.79, -2.03, 0.81)  0.11
P (4.37, 1.28, 0.36)  0.05
P (-1.61, -3.44, -0.38)  1.47
N (-0.04, 2.02, 1.57)  0.45
N (-1.61, 2.46, 3.06)  -0.01
N (-4.91, 3.72, -0.51)  -0.60
C (-0.63, -1.82, -0.50)  0.73
C (3.90, 0.46, 1.95)  0.57
C (3.30, 0.24, -0.75)  0.10
C (4.10, 3.08, 0.55)  -0.07
C (-3.06, -3.12, -1.41)  -0.63
C (-1.51, 0.52, -0.79)  -0.27
C (-0.31, 2.17, -2.31)  -1.51
C (-0.70, -4.84, -2.63)  -1.23
C (-1.17, 2.70, 1.81)  -0.37
C (-2.26, 3.54, -1.50)  0.39
C (-1.39, -4.66, 2.23)  -1.40
C (-2.02, -3.55, 1.39)  -0.45
C (-0.52, -4.66, -1.12)  -0.65
C (-0.59, 0.85, -1.82)  0.91
C (0.08, -1.53, -1.79)  -1.34
C (4.07, -1.01, -1.22)  -1.50
C (0.20, -0.25, -2.27)  -1.23
C (-0.74, 1.54, 3.65)  -0.91
C (-3.29, 2.67, -1.95)  -0.27
C (-4.25, -2.52, -0.67)  -1.29
C (-0.85, 3.37, -1.81)  -0.88
C (5.14, 4.10, 1.04)  -1.57
C (-2.71, 4.67, -0.76)  -0.64
C (-1.52, -0.68, -0.14)  -1.39
C (5.00, -0.46, 2.49)  -1.42
C (0.20, 1.26, 2.71)  -0.49
C (-4.02, 4.69, -0.26)  -0.33
C (-4.55, 2.74, -1.34)  -0.31
H (-2.74, -2.47, -2.23)  0.43
H (-2.45, 2.86, 3.48)  0.26
H (5.58, 3.91, 2.02)  0.36
H (-1.78, -4.57, 3.25)  0.44
H (2.39, -0.12, -0.21)  0.02
H (0.42, 2.25, -3.13)  0.57
H (-5.08, -2.39, -1.37)  0.43
H (5.25, -1.26, 1.79)  0.27
H (-5.31, 1.96, -1.53)  0.38
H (-0.52, -3.91, -3.19)  0.29
H (-1.75, -2.59, 1.85)  0.21
H (1.02, 0.56, 2.74)  0.46
H (-4.02, -1.53, -0.25)  0.26
H (-0.31, -4.56, 2.28)  0.30
H (-4.35, 5.52, 0.38)  0.41
H (5.10, -0.76, -1.51)  0.41
H (-3.12, -3.61, 1.46)  0.42
H (-1.66, -5.66, 1.87)  0.37
H (5.92, 0.10, 2.70)  0.39
H (4.68, -0.93, 3.42)  0.40
H (3.02, 0.84, -1.63)  0.29
H (3.58, -1.45, -2.10)  0.38
H (3.68, 1.26, 2.67)  0.51
H (4.12, -1.80, -0.46)  0.30
H (2.98, -0.13, 1.82)  -0.58
H (-1.70, -5.20, -2.86)  0.36
H (0.02, -5.58, -3.00)  0.42
H (-2.27, 1.26, -0.53)  0.30
H (3.21, 3.16, 1.21)  0.16
H (-2.02, 5.49, -0.55)  0.42
H (-2.13, -0.79, 0.75)  0.70
H (5.97, 4.25, 0.34)  0.36
H (-3.12, 1.88, -2.68)  0.48
H (4.61, 5.06, 1.11)  0.37
H (-0.77, -5.60, -0.60)  0.51
H (-0.85, 1.19, 4.67)  0.42
H (-0.30, 4.31, -2.00)  0.92
H (0.96, -0.03, -3.02)  0.46
H (-4.59, -3.18, 0.13)  0.41
H (3.84, 3.41, -0.48)  0.36
H (-3.32, -4.09, -1.83)  0.45
H (-1.65, 3.41, 1.14)  0.22
H (0.52, -4.42, -0.87)  0.45
H (0.67, -2.34, -2.21)  0.53

=====

Q: Among the records above, which one has the highest total charge?
A: C28H44BaBrN3P2